Computed, not measured: C13H12N2 in the gas phase in a non-equilibrium geometry, with the ωB97M-V functional and the def2-TZVPD basis.

Output
Kohn-Sham gap   6.50 eV
HOMO energy   -0.2859 Ha
Total charge   0
Largest force on an atom   3.42 eV/Å

Each line ends with the natural charge from an NBO analysis.
Cartesian coordinates (Å):
C 1.307 -0.454 -1.845  -0.266
C 1.954 -0.863 -0.715  -0.130
C 3.345 -1.149 -0.665  -0.199
C 3.862 -1.952 0.312  -0.203
C 3.011 -2.461 1.367  -0.159
C 1.750 -1.955 1.449  -0.222
C 1.040 -1.264 0.440  0.283
N -0.140 -0.834 0.657  -0.408
C -1.167 -0.212 0.159  0.063
C -1.686 0.884 0.832  -0.211
C -0.979 1.507 1.858  0.265
N -0.386 1.795 2.783  -0.328
C -2.721 1.834 0.399  -0.231
C -2.709 2.549 -0.958  -0.403
C -3.795 1.640 -0.613  -0.428
H 1.851 -0.020 -2.715  0.207
H 0.227 -0.386 -1.847  0.196
H 4.017 -1.039 -1.520  0.224
H 4.951 -2.214 0.310  0.218
H 3.496 -3.195 1.980  0.223
H 1.106 -2.359 2.126  0.216
H -1.586 -0.640 -0.744  0.202
H -3.090 2.419 1.196  0.228
H -2.029 2.059 -1.798  0.210
H -2.818 3.668 -1.091  0.225
H -4.705 1.953 -0.181  0.215
H -4.106 0.690 -1.177  0.215